{
  "formula": "C15H20AgFO7",
  "method": "ωB97M-V with the def2-TZVPD basis set",
  "multiplicity": 2,
  "e_tot_ha": -1356.7292,
  "e_homo_ev": [-11.7, -11.7],
  "charge": 1,
  "gap_ev": [5.5385, 4.7090],
  "max_force_ev_per_a": 2.4,
  "symbols": ["Ag", "C", "O", "H", "H", "H", "C", "C", "C", "O", "C", "O", "O", "H", "H", "H", "H", "H", "H", "C", "C", "C", "O", "C", "O", "O", "H", "H", "H", "H", "H", "H", "F", "C", "C", "C", "C", "C", "C", "H", "H", "H", "H", "H"],
  "xyz": [[-1.8640, 21.4211, 23.5554], [0.8893, 21.3272, 25.5018], [-0.4357, 21.1653, 25.2651], [1.1018, 21.3323, 26.5764], [1.5101, 20.6343, 24.9244], [1.1724, 22.3486, 25.1574], [-1.1123, 22.1556, 28.9891], [-2.1514, 22.7914, 28.1117], [-2.8678, 24.0044, 28.7622], [-2.9347, 24.9513, 27.7009], [-2.0633, 24.6205, 26.7377], [-1.7374, 25.3027, 25.8250], [-1.5517, 23.3768, 26.9488], [-0.2792, 22.8648, 29.0796], [-0.6522, 21.3146, 28.4622], [-1.4755, 21.8694, 29.9680], [-2.9131, 22.0630, 27.8222], [-2.3505, 24.3932, 29.6351], [-3.8854, 23.7187, 29.0150], [2.0867, 25.4917, 25.1071], [2.2637, 25.8229, 26.5863], [1.4577, 25.0484, 27.6414], [2.3893, 24.2794, 28.3680], [3.6447, 24.5247, 27.9111], [4.6114, 23.9898, 28.3355], [3.6208, 25.4224, 26.9141], [2.5213, 26.3005, 24.5236], [1.0135, 25.5082, 24.8697], [2.5061, 24.5272, 24.8395], [2.1658, 26.8945, 26.7311], [0.5353, 24.5573, 27.3348], [1.0400, 25.8202, 28.3068], [5.1442, 23.8670, 20.1835], [4.8305, 23.3634, 21.3890], [3.6326, 22.6962, 21.5330], [3.2608, 22.2849, 22.8054], [4.0816, 22.5423, 23.8891], [5.3382, 23.1076, 23.7072], [5.6837, 23.5930, 22.4533], [3.0306, 22.5149, 20.6528], [2.2806, 21.8568, 22.9717], [3.8389, 22.2007, 24.8925], [5.9999, 23.2588, 24.5476], [6.6523, 24.0510, 22.2980]],
  "mulliken_charge": [0.856, -0.163, -0.360, 0.199, 0.477, -0.004, -1.216, 0.400, -0.516, -0.352, 0.591, -0.511, -0.182, 0.263, 0.244, 0.411, 0.299, 0.296, 0.336, -0.890, 0.371, 0.187, -0.351, 0.607, -0.519, -0.373, 0.413, 0.277, -0.003, 0.339, -0.411, 0.306, -0.306, 0.321, -0.594, 0.142, -0.422, -0.494, -0.443, 0.415, 0.132, 0.386, 0.415, 0.428]
}